60
Properties=species:S:1:pos:R:3 method="wB97M-V/def2-TZVPD" e_tot_ev=-57924.837 charge=+1
C -3.63380 3.97689 -2.48172
O -3.38934 3.72726 -1.11793
C -2.08186 3.85667 -0.79309
C -1.61836 3.70161 0.51872
C -0.24643 3.77067 0.85724
C 0.15203 3.60572 2.16070
C -0.77494 3.37765 3.17897
C -0.32960 3.21070 4.58881
C -2.12942 3.31944 2.85015
C -2.54526 3.47416 1.55428
H -4.70950 3.94425 -2.65623
H -3.26024 4.96704 -2.74688
H -3.15159 3.20843 -3.08677
H -1.38465 4.09481 -1.57978
H 0.47756 3.95576 0.08399
H 1.19705 3.65824 2.41213
H -1.17769 3.05620 5.25708
H 0.33319 2.35126 4.68897
H 0.20797 4.09362 4.93454
H -2.85291 3.15874 3.63065
H -3.59261 3.44214 1.30493
F 3.66566 -6.86578 2.82143
C 2.35158 -6.71552 2.57008
F 2.00636 -7.41116 1.46789
F 1.62553 -7.12895 3.62633
C 2.06444 -5.24705 2.32542
C 1.48284 -4.86558 1.13877
C 1.17718 -3.53254 0.88165
N 0.58587 -3.18805 -0.36141
C -0.13493 -2.09275 -0.76673
S -0.46214 -0.81970 0.25294
N -0.58078 -2.07468 -2.05137
C -1.23034 -0.93268 -2.68905
C -0.20649 0.10756 -3.13350
C 0.66857 -0.34166 -4.32603
C 0.85174 0.91302 -5.20934
C 0.08427 2.04026 -4.50024
N -0.83349 1.39021 -3.54442
C 1.48147 -2.59310 1.86331
C 2.07547 -2.96614 3.04657
C 2.37095 -1.91961 4.10361
F 3.40410 -2.33791 4.85978
F 2.67840 -0.76005 3.49059
F 1.27341 -1.75917 4.86750
C 2.36576 -4.29674 3.28115
H 1.24494 -5.62620 0.41428
H 0.67426 -3.90559 -1.08217
H -0.27671 -2.79401 -2.70916
H -1.84033 -1.25954 -3.53585
H -1.92738 -0.48567 -1.97286
H 0.45239 0.32292 -2.27807
H 1.62516 -0.75776 -3.99158
H 0.16032 -1.13968 -4.87452
H 1.91013 1.15894 -5.35145
H 0.43710 0.74178 -6.20795
H 0.77499 2.69837 -3.96118
H -0.47956 2.65926 -5.20641
H -1.08072 1.97393 -2.73960
H 1.24675 -1.55539 1.70983
H 2.82365 -4.58485 4.21303